{"formula": "C38H46OP2SiTc", "method": "ωB97M-V with the def2-TZVPD basis set", "e_tot_ev": -70835.5468, "de_lowest_ev": 0.249, "charge": 2, "multiplicity": 4, "homo_lumo_gap_ev": [5.663, 5.522], "homo_ev": [-12.868, -13.191], "lumo_ev": [-7.21, -7.67], "elements": ["Tc", "C", "C", "C", "C", "C", "C", "C", "C", "C", "H", "H", "H", "H", "H", "H", "H", "H", "H", "H", "H", "H", "H", "H", "H", "P", "P", "C", "C", "C", "C", "C", "C", "C", "C", "C", "C", "C", "C", "C", "C", "C", "C", "C", "C", "C", "C", "C", "C", "C", "C", "C", "C", "H", "H", "H", "H", "H", "H", "H", "H", "H", "H", "H", "H", "H", "H", "H", "H", "H", "H", "H", "H", "H", "H", "C", "Si", "C", "C", "O", "H", "H", "H", "H", "H", "H", "H", "H", "H"], "xyz": [[-0.1200, 0.0556, 4.5219], [-2.2033, -0.0265, 5.1600], [-2.0871, -0.4758, 3.8218], [-2.5692, 0.3509, 2.6490], [-1.6339, 1.4992, 2.2502], [-0.3712, 1.5821, 3.1078], [-0.4112, 2.1186, 4.4400], [-1.7141, 2.5226, 5.1022], [-2.6148, 1.3618, 5.5656], [1.8957, 0.2675, 4.1625], [-2.3821, -0.7722, 5.9434], [-2.1411, -1.5648, 3.6529], [-3.5967, 0.7170, 2.8197], [-2.6863, -0.3127, 1.7891], [-1.3561, 1.3485, 1.1934], [-2.1996, 2.4463, 2.2697], [0.5298, 1.7627, 2.5165], [0.4625, 2.7132, 4.7477], [-2.3042, 3.2103, 4.4803], [-1.4379, 3.1221, 5.9873], [-2.6299, 1.3786, 6.6574], [-3.6523, 1.5649, 5.2626], [2.4774, -0.5558, 4.6193], [2.2384, 1.2159, 4.6279], [2.1759, 0.3319, 3.0901], [-0.0973, -1.9641, -4.1458], [1.7604, 0.3770, -4.4733], [-0.8469, -0.4107, -4.7095], [0.0488, 0.5563, -5.0791], [-0.7273, -3.2173, -5.3664], [-1.8793, -3.0011, -6.1418], [-2.3951, -4.0288, -6.9477], [-1.7184, -5.2492, -7.0670], [-0.5016, -5.4274, -6.3856], [-0.0037, -4.4222, -5.5487], [-1.0308, -2.2218, -2.5953], [-0.6836, -1.3598, -1.5354], [-1.3829, -1.4368, -0.3352], [-2.4172, -2.3711, -0.1888], [-2.7497, -3.2343, -1.2444], [-2.0521, -3.1683, -2.4506], [2.6164, 1.0421, -5.9919], [2.5517, 0.2227, -7.1383], [2.9442, 0.7279, -8.3808], [3.4617, 2.0272, -8.4942], [3.6142, 2.7999, -7.3376], [3.2194, 2.3074, -6.0852], [1.9397, 1.7839, -3.3235], [3.1184, 1.8582, -2.5557], [3.3755, 3.0074, -1.8103], [2.4447, 4.0549, -1.7872], [1.2316, 3.9276, -2.4717], [0.9571, 2.7753, -3.2111], [-1.9364, -0.3132, -4.6761], [-0.1678, 1.3943, -5.7575], [-2.3773, -2.0289, -6.1156], [-3.3323, -3.8709, -7.4887], [-2.1248, -6.0506, -7.6932], [0.0551, -6.3623, -6.5137], [0.9456, -4.5617, -5.0258], [0.1193, -0.6356, -1.6709], [-1.1027, -0.7838, 0.4946], [-2.9545, -2.4353, 0.7575], [-3.5466, -3.9665, -1.1189], [-2.3054, -3.8392, -3.2722], [2.1496, -0.7897, -7.0512], [2.8306, 0.1114, -9.2729], [3.7402, 2.4299, -9.4748], [4.0292, 3.8086, -7.4099], [3.3468, 2.9241, -5.1939], [3.8300, 1.0353, -2.5724], [4.3150, 3.1016, -1.2584], [2.6699, 4.9736, -1.2385], [0.4999, 4.7321, -2.4472], [0.0008, 2.6635, -3.7208], [-1.3058, 0.5784, 8.5961], [0.2630, -0.2818, 8.0141], [1.7592, 0.6828, 8.6522], [0.5758, -1.9588, 8.8362], [0.2091, -0.3801, 6.3674], [-1.3212, 0.5679, 9.6901], [-2.2175, 0.0952, 8.2310], [-1.3121, 1.6230, 8.2652], [1.8113, 0.6482, 9.7541], [2.6918, 0.2491, 8.2605], [1.7195, 1.7398, 8.3534], [-0.2388, -2.6870, 8.6953], [1.4994, -2.4194, 8.4485], [0.7157, -1.8103, 9.9202]], "forces_ev_per_angstrom": [[3.452, -1.252, 1.396], [-2.830, -0.765, -0.437], [-1.091, -0.182, 0.623], [-0.505, -0.006, -0.427], [-0.187, 0.077, -0.354], [-0.640, 1.131, -0.055], [-0.092, 1.039, -0.757], [0.120, 0.648, 0.523], [-0.011, 0.227, 0.551], [1.517, -0.183, -0.494], [0.517, 0.109, -0.327], [0.188, 0.371, 0.349], [0.389, -0.071, 0.261], [0.074, -0.039, 0.183], [0.103, 0.179, 0.445], [0.407, -0.166, 0.115], [-0.029, -0.119, 0.437], [-0.318, -0.577, 0.064], [0.377, -0.181, -0.181], [-0.202, -0.282, -0.318], [-0.108, -0.048, -0.294], [0.140, -0.313, -0.165], [-0.375, 0.304, -0.109], [-0.285, -0.443, -0.101], [-0.321, -0.154, 0.457], [-1.040, -0.141, -0.101], [-0.035, 1.088, -1.573], [1.482, 1.230, -0.180], [-1.152, -1.340, 0.166], [0.589, -0.267, -0.323], [-0.093, -0.132, 0.111], [0.209, 0.071, 0.074], [0.260, 0.331, 0.370], [-0.152, 0.104, -0.057], [-0.360, 0.222, 0.157], [0.331, -0.017, 0.102], [-0.374, -0.373, -0.163], [-0.044, -0.213, -0.089], [0.192, -0.055, -0.334], [0.128, 0.234, 0.269], [0.097, 0.131, 0.226], [0.387, -0.639, 0.000], [-0.120, 0.457, -0.017], [0.002, 0.027, 0.078], [-0.174, -0.213, 0.390], [-0.035, -0.084, 0.103], [-0.158, -0.031, -0.133], [-0.070, -0.497, 0.750], [-0.308, 0.342, -0.279], [-0.031, 0.107, 0.058], [0.010, -0.169, -0.159], [0.115, -0.161, 0.072], [0.296, 0.152, -0.013], [0.302, 0.060, -0.563], [-0.199, -0.087, 0.679], [-0.009, -0.443, 0.036], [0.392, 0.003, 0.161], [0.196, 0.373, 0.261], [-0.196, 0.442, 0.105], [-0.318, -0.058, -0.128], [-0.108, -0.121, 0.092], [-0.098, -0.204, -0.295], [0.072, -0.041, -0.263], [0.188, 0.211, -0.031], [0.083, 0.176, 0.223], [0.085, 0.262, -0.143], [0.087, 0.130, 0.266], [-0.092, -0.206, 0.474], [-0.112, -0.378, 0.064], [-0.081, -0.128, -0.298], [-0.024, 0.200, -0.054], [-0.365, -0.069, -0.179], [-0.101, -0.361, -0.181], [0.136, -0.157, 0.054], [0.287, 0.158, 0.072], [0.175, -0.218, -0.204], [0.782, 0.109, 2.594], [-0.136, 0.313, -0.553], [-0.478, -0.272, -0.552], [-0.406, 0.543, -2.339], [-0.046, 0.021, -0.108], [0.066, -0.010, 0.206], [0.038, -0.084, 0.142], [-0.154, -0.065, -0.433], [-0.221, 0.129, 0.124], [0.138, -0.167, 0.102], [0.255, 0.177, 0.094], [-0.277, 0.212, 0.094], [-0.106, 0.082, -0.408]], "lowdin_charge": [1.53, -0.20, -0.24, -0.18, -0.17, -0.29, -0.25, -0.15, -0.16, -0.21, 0.12, 0.13, 0.13, 0.07, 0.10, 0.12, 0.11, 0.13, 0.13, 0.12, 0.08, 0.14, 0.03, 0.04, 0.03, 1.08, 1.09, -0.29, -0.31, -0.37, -0.09, -0.06, -0.05, -0.06, -0.09, -0.36, -0.10, -0.08, -0.06, -0.05, -0.06, -0.35, -0.10, -0.06, -0.05, -0.06, -0.07, -0.40, -0.10, -0.07, -0.06, -0.06, -0.08, 0.09, 0.10, 0.10, 0.12, 0.12, 0.12, 0.11, 0.09, 0.08, 0.10, 0.12, 0.11, 0.10, 0.11, 0.12, 0.12, 0.10, 0.11, 0.12, 0.12, 0.11, 0.10, -0.15, 0.36, -0.17, -0.16, -0.42, 0.05, 0.03, 0.03, 0.05, 0.04, 0.03, 0.03, 0.04, 0.05]}